(1)
22
Properties=species:S:1:pos:R:3:nbo_charge:R:1 method="wB97M-V/def2-TZVPD" gap_ha=0.212 fmax_ha_per_bohr=0.027 charge=+2 lumo_energy_ev=-10.4 total_energy_ev=-49440.260
Ti -3.09172 -1.41462 -2.88208 1.5708
P -2.21644 -0.80691 -0.53867 0.7353
O 4.31439 1.43950 -0.50815 -0.9099
O 2.24235 2.55386 0.13159 -0.6246
O 3.87939 1.97805 1.75500 -0.8708
N -0.71705 0.93471 0.83679 -0.1510
N 0.01484 0.36013 -1.34202 -0.1969
N 1.07285 1.12808 -1.20815 -0.1678
N 0.33053 1.70541 0.99766 -0.1238
C 1.20307 1.75913 -0.02787 0.6245
C -0.80077 0.29829 -0.31237 -0.0140
C -1.43362 -2.47934 -0.75260 -0.9678
C -3.20443 -0.90806 0.97529 -0.9222
B 3.50576 1.96292 0.46289 1.2970
H -2.75792 -1.66432 1.60877 0.2850
H -0.70737 -2.58653 0.04259 0.3140
H 4.82818 2.12998 1.79677 0.5226
H -3.24399 0.05910 1.45648 0.3091
H -0.89023 -2.49361 -1.69901 0.2450
H 4.04540 0.57463 -0.81532 0.5100
H -4.19991 -1.25864 0.73184 0.2712
H -2.17332 -3.27175 -0.70940 0.2641

(2)
63
Properties=species:S:1:pos:R:3:nbo_charge:R:1 method="wB97M-V/def2-TZVPD" gap_ha=0.281 fmax_ha_per_bohr=0.009 e_above_lowest_kcal_mol=15.87 charge=+1 lumo_energy_ev=-3.1 total_energy_ev=-372432.278
Br -2.24565 2.49987 6.68980 0.1011
Br 0.90519 -1.83964 4.91525 0.1085
Br 2.85289 -0.26159 1.75520 0.1178
As 0.74390 -2.30756 -0.26445 0.9576
As -1.41206 -0.34312 -1.70084 0.9401
Al -0.19378 -0.01141 0.64507 1.5859
O -0.23978 -0.94133 2.15671 -0.9258
N -1.81612 1.01642 1.60776 -0.5428
C 2.21265 1.87383 -0.09227 -0.0021
C -0.24152 -0.40672 4.50474 -0.1511
C -0.61465 -0.20209 3.20684 0.3390
C -2.73095 1.90633 1.28507 0.1012
C -2.25525 -2.73494 -3.16830 -0.2079
C -2.14546 -4.06094 -3.56276 -0.1793
C 0.72763 -3.67475 1.10444 -0.9244
C 2.50055 -2.56474 -1.04876 -0.9252
C -3.02568 0.33919 -2.53051 -0.9359
C 4.03700 3.23466 -1.06987 -0.1631
C -0.04745 2.55327 -0.50382 -0.2125
C -0.33445 -4.37596 -2.01607 -0.1354
C -1.18379 -4.88286 -2.98724 -0.2050
C -0.73409 0.41916 5.53953 -0.2135
C 1.70905 3.89821 -1.39944 -0.1493
C -3.33696 2.74658 2.22582 -0.2660
C -0.44212 -3.04861 -1.61024 -0.3685
C 3.26065 1.10197 0.49895 -0.0846
C 4.98172 2.42059 -0.52812 -0.1981
C -1.50584 0.86942 2.93242 0.0962
C -1.40608 -2.22418 -2.19163 -0.3355
C -2.97336 2.66022 3.54312 -0.0909
C 2.65665 2.99553 -0.85903 -0.0871
C 0.38070 3.70302 -1.19771 -0.2315
C 4.58479 1.34503 0.28997 -0.2275
C -1.60154 1.43471 5.27065 -0.1046
C -2.03405 1.68750 3.94477 -0.0376
C 0.80314 1.61072 0.03460 -0.6171
C -0.04082 0.23994 -2.96147 -0.9213
H 2.49326 -3.45794 -1.66766 0.2388
H 3.21058 -2.67992 -0.23624 0.2511
H -1.10102 -5.91882 -3.29167 0.2311
H -0.11046 1.30788 -3.14506 0.2494
H -3.14340 1.38627 -2.26065 0.2415
H 6.03580 2.60618 -0.69209 0.2305
H 4.32547 4.09413 -1.66676 0.2217
H -3.00303 1.96987 0.23709 0.2019
H -2.94922 0.26148 -3.61136 0.2441
H -4.08197 3.46081 1.90042 0.2422
H 0.93959 0.02974 -2.54004 0.2387
H -0.29936 -3.93181 1.34324 0.2502
H -1.11690 2.40880 -0.42679 0.1904
H 2.06840 4.75455 -1.96097 0.2223
H 1.26232 -4.55477 0.75656 0.2322
H 0.40407 -5.02380 -1.56055 0.2090
H -3.88736 -0.21908 -2.17570 0.2496
H -0.16553 -0.31207 -3.88815 0.2403
H 2.78470 -1.70445 -1.64879 0.2434
H -0.34686 4.40692 -1.58429 0.2217
H -3.41061 3.31977 4.28030 0.2467
H -3.01267 -2.10881 -3.62187 0.2183
H 1.20603 -3.27626 1.99464 0.2598
H -2.80754 -4.45127 -4.32565 0.2308
H 5.32946 0.72719 0.77758 0.2360
H -0.41882 0.22968 6.55627 0.2546

(3)
28
Properties=species:S:1:pos:R:3:mulliken_charge:R:1 method="wB97M-V/def2-TZVPD" gap_ha=0.267 fmax_ha_per_bohr=0.044 e_above_lowest_kcal_mol=1.93 charge=-1 lumo_energy_ev=1.6 total_energy_ev=-97645.680
Cs -10.90715 -3.21059 -18.73710 0.9678
As -14.93402 -3.27087 -19.19636 1.9764
S -9.74142 -6.45788 -21.35552 0.9876
F -16.21966 -4.43124 -19.27109 -0.4980
F -14.16740 -4.32358 -17.95106 -0.5293
F -13.59777 -2.13379 -19.00284 -0.5160
F -15.81508 -2.43051 -17.95740 -0.4911
F -15.71375 -2.34581 -20.46475 -0.4903
F -13.95959 -4.09722 -20.39641 -0.4745
O -9.77244 -5.14289 -20.73352 -0.6217
O -9.30348 -6.57311 -22.72229 -0.6463
C -11.21116 -8.44109 -20.22427 -0.6404
C -8.94939 -7.64429 -20.34333 -0.6675
C -9.75522 -8.91466 -20.45671 -0.6024
C -11.40698 -7.24831 -21.17779 -0.4741
B -10.32232 -0.23716 -17.59706 0.3295
H -9.59988 -0.17554 -18.49609 -0.2580
H -11.38899 -0.28356 -18.01470 -0.2651
H -11.76563 -7.64246 -22.12440 0.3459
H -10.10164 -1.20857 -17.02888 -0.4344
H -9.48406 -9.74377 -19.80542 0.3366
H -12.05077 -6.48407 -20.74657 0.2406
H -9.64683 -9.31339 -21.47022 0.3057
H -10.22641 0.67198 -16.87380 -0.2535
H -11.26105 -8.10946 -19.18659 0.2915
H -8.91955 -7.21200 -19.33836 0.3250
H -11.90529 -9.25364 -20.41839 0.3375
H -7.89379 -7.62734 -20.63091 0.4185

(4)
15
Properties=species:S:1:pos:R:3:nbo_charge:R:1 method="wB97M-V/def2-TZVPD" smiles="COC(=O)CCO" gap_ha=0.416 fmax_ha_per_bohr=0.009 e_above_lowest_kcal_mol=20.56 charge=0 lumo_energy_ev=0.9 total_energy_ev=-10420.112
O -0.50868 0.56668 -1.25818 -0.6055
O 3.08342 -0.08933 0.69678 -0.7204
O -1.64653 -0.23212 0.50302 -0.5027
C 0.71621 -0.19962 0.67304 -0.5265
C 1.96744 -0.02438 -0.16914 -0.0569
C -2.84098 0.01782 -0.24139 -0.2645
C -0.51710 0.09124 -0.14520 0.7980
H 0.75159 0.48824 1.52640 0.2438
H 0.65053 -1.20857 1.09381 0.2374
H -3.66649 -0.20640 0.43357 0.1955
H 1.90994 0.93926 -0.69090 0.1782
H 2.00694 -0.80930 -0.93990 0.1632
H 3.84963 0.23490 0.21023 0.4713
H -2.87797 1.05943 -0.56912 0.1970
H -2.87795 -0.62783 -1.12303 0.1921

(5)
14
Properties=species:S:1:pos:R:3:nbo_charge:R:1 method="wB97M-V/def2-TZVPD" smiles="O=CCO.C=C" gap_ha=0.398 fmax_ha_per_bohr=0.011 e_above_lowest_kcal_mol=51.99 charge=0 lumo_energy_ev=1.0 total_energy_ev=-8371.027
O -0.13997 1.72007 0.58555 -0.7125
O 2.07148 -0.98937 0.78072 -0.5200
C -1.74711 -1.03829 -0.41316 -0.4062
C -0.84041 -0.89590 -1.37746 -0.4012
C 1.35035 -0.09673 1.15860 0.4143
C 1.16207 1.21732 0.42397 -0.1784
H -2.78497 -0.74439 -0.55338 0.2024
H -1.10028 -0.47493 -2.34611 0.2014
H 1.45848 1.07942 -0.62565 0.1857
H 0.75542 -0.17915 2.09474 0.1114
H 0.19270 -1.20802 -1.23626 0.2106
H -1.49037 -1.47593 0.54950 0.2018
H 1.84496 1.95276 0.86786 0.2078
H -0.73235 1.13314 0.09108 0.4829

(6)
78
Properties=species:S:1:pos:R:3:mulliken_charge:R:1 method="wB97M-V/def2-TZVPD" gap_ha="0.302 / 0.344" s_squared=2.0083 fmax_ha_per_bohr=0.027 multiplicity=3 charge=0 lumo_energy_ev="0.6 / 0.4" total_energy_ev=-60870.990
S 2.49815 2.03506 0.06340 0.6632
P -0.21088 1.15308 -0.36212 0.3711
O 1.90948 3.35048 0.16514 -0.5466
O 5.03244 0.30396 -2.37905 -0.4967
O 1.39385 1.11829 -0.75215 -0.0333
O 2.44044 -4.91769 -0.05247 -0.6588
O 3.52543 2.06906 -1.20824 -0.1668
O -2.60121 2.32433 1.19204 -0.3462
N 1.93628 -4.12173 -0.91280 0.5432
N 4.85386 1.87335 -0.68060 0.0580
N -1.08308 0.71325 -1.56028 -0.6475
N -3.43810 3.09823 1.76028 0.1894
C -4.80746 2.50246 -0.17633 -1.9496
C -5.47107 1.76745 2.12518 -1.2941
C 0.91146 -5.54663 -2.62361 -1.3506
C -0.13113 -5.30253 -0.35532 -1.8661
C -4.85583 2.90262 1.29504 1.8844
C -5.67666 4.19678 1.41723 -1.7795
C 2.93803 -3.51292 -1.85093 2.1841
C -3.17240 3.30804 3.22460 1.6990
C 4.24986 -3.35370 -1.08692 -1.9236
C 3.14989 -4.47978 -3.02475 -1.4681
C -5.28352 1.93222 3.63089 -0.4472
C 0.61924 -4.58013 -1.46863 1.5997
C 5.60288 3.10856 -0.95815 -0.9381
C 1.85300 -4.95783 -3.67056 -0.4507
C -0.25255 -3.41745 -1.94059 -1.6883
C 2.50775 -2.12291 -2.33745 -1.8608
C 6.59359 0.16065 -0.56132 -1.0139
C -1.66186 3.31324 3.43007 -1.9098
C -3.81280 2.13877 3.98152 -1.2570
C 5.44410 0.73210 -1.34257 0.5796
C -3.71473 4.65031 3.71774 -1.7022
H -1.23507 -3.81481 -2.20021 0.4620
H 3.78560 -3.97757 -3.75908 0.3665
H 1.84957 -1.63282 -1.61997 0.3461
H 3.70486 -5.34955 -2.65886 0.4292
H 3.37709 -1.48558 -2.46789 0.4534
H -6.53348 1.70847 1.87369 0.3517
H 4.96744 -2.86310 -1.74757 0.4562
H -6.39351 4.24230 0.59797 0.4819
H 1.35685 -6.45656 -2.20960 0.3762
H 6.18328 -0.55368 0.15637 0.2099
H -1.69855 1.43685 -1.90762 0.2373
H -3.68947 2.31792 5.05290 0.4021
H -0.04199 -5.83234 -3.07600 0.3969
H -3.25608 1.22773 3.74188 0.3481
H -5.01382 0.82494 1.80970 0.3949
H -4.28911 1.55941 -0.32441 0.3721
H 7.27740 -0.35687 -1.23033 0.3305
H 4.65431 -4.30913 -0.76506 0.4455
H -5.83299 2.40297 -0.53608 0.4755
H -3.34092 5.46625 3.09812 0.3682
H 4.94663 3.94584 -0.74141 0.3438
H -1.45604 3.53331 4.47901 0.4328
H -5.65119 1.03686 4.13516 0.3803
H 0.39141 -6.19777 -0.03084 0.3958
H -1.21866 2.35255 3.18252 0.3223
H 1.36549 -4.14183 -4.20995 0.2991
H -0.26094 -4.65013 0.50880 0.4459
H -0.29214 0.25045 0.70144 0.0083
H -0.42717 2.43405 0.13668 0.0441
H -5.88778 2.76175 4.00799 0.2977
H -1.18787 4.07883 2.81472 0.4728
H 0.12449 -2.90651 -2.82067 0.2852
H 7.12061 0.92857 0.00351 0.3631
H -3.35903 4.80798 4.73655 0.4431
H -4.79823 4.70379 3.74086 0.3074
H 2.08606 -5.71963 -4.41722 0.4036
H 1.99353 -2.14620 -3.29748 0.1819
H -1.11715 -5.58309 -0.73027 0.4223
H 5.92797 3.16677 -2.00059 0.3488
H -6.24267 4.25518 2.34542 0.3249
H -4.30425 3.26790 -0.76893 0.4351
H -0.39557 -2.67279 -1.15680 0.3286
H 6.46279 3.15501 -0.29108 0.3109
H -5.04002 5.07759 1.34747 0.3158
H 4.10183 -2.73224 -0.20108 0.4059

(7)
16
Properties=species:S:1:pos:R:3:nbo_charge:R:1 method="wB97M-V/def2-TZVPD" smiles=CC1(O)CCC1 gap_ha=0.401 fmax_ha_per_bohr=0.005 e_above_lowest_kcal_mol=17.74 charge=0 lumo_energy_ev=1.0 total_energy_ev=-7393.996
O -0.00879 1.66363 0.98685 -0.7145
C -0.12882 -0.76887 1.05717 -0.4181
C 1.09897 0.02122 -0.55548 -0.4341
C -1.39166 0.63724 -0.70871 -0.6280
C -0.17192 0.50557 0.18957 0.2507
C 0.93773 -1.36442 0.10935 -0.4013
H 0.53613 -2.12084 -0.57076 0.2014
H 1.98183 0.56013 -0.20064 0.2143
H 1.83127 -1.77121 0.58912 0.2077
H 1.06394 0.05776 -1.65036 0.2020
H -1.53966 -0.26159 -1.31843 0.2108
H -1.06836 -1.32128 1.16500 0.2041
H 0.14595 2.40608 0.38768 0.4622
H -2.29217 0.80951 -0.11013 0.2183
H 0.26313 -0.52988 2.04988 0.2225
H -1.26514 1.48800 -1.39219 0.2020

(8)
15
Properties=species:S:1:pos:R:3:nbo_charge:R:1 method="wB97M-V/def2-TZVPD" smiles="C1=CN=1.CCC=C=O" gap_ha=0.352 fmax_ha_per_bohr=0.022 e_above_lowest_kcal_mol=111.15 charge=0 lumo_energy_ev=0.6 total_energy_ev=-9867.838
O -2.11465 1.85849 0.28684 -0.4945
N -3.68520 -0.38737 -0.63905 -0.3056
C -1.37108 1.15971 -0.28324 0.7159
C 0.37387 -0.54891 -0.04004 -0.3894
C -3.59780 -1.20918 0.48118 0.0610
C -0.57452 0.31117 -0.84145 -0.5293
C -4.20324 0.05065 0.46684 0.0000
C 1.70540 0.16146 0.19619 -0.5967
H 1.56174 1.05911 0.79383 0.2044
H -4.73745 0.88026 0.85687 0.2286
H -0.08251 -0.80362 0.91742 0.2127
H 2.39343 -0.49729 0.71817 0.2079
H 2.15607 0.45000 -0.75151 0.2039
H -0.51330 0.28964 -1.91684 0.2646
H 0.54874 -1.47638 -0.59296 0.2164